Molecular formula: C58H66N3O4
Method: DFT, ωB97M-V/def2-TZVPD

Output
**Energy relative to the best compared isomer or geometry (same formula, charge and spin)**: 8.60 kcal/mol
**Net charge**: +1
**HOMO level**: -9.74 eV
**Kohn-Sham gap**: 5.421 eV

Last column: Mulliken charge in e.
Geometry (Å):
C1 -0.61 0.44 -1.09  -1.484
C2 -1.65 1.37 -0.47  2.139
C3 -0.94 2.62 0.05  -1.428
C4 -2.60 1.76 -1.61  -1.907
C5 -2.47 0.75 0.69  -0.418
C6 -3.52 1.55 1.15  0.155
C7 -4.55 0.99 1.90  -1.551
C8 -4.54 -0.38 2.13  0.056
C9 -3.45 -1.20 1.80  0.120
C10 -3.77 -2.72 2.01  2.180
C11 -2.65 -3.70 1.75  -2.071
C12 -4.92 -3.09 1.06  -1.885
C13 -4.23 -2.98 3.44  -1.859
C14 -2.29 -0.54 1.26  -0.658
N1 -0.97 -1.14 1.35  1.832
C15 0.16 -0.68 2.03  0.050
C16 0.31 0.47 2.80  -0.077
C17 1.59 1.15 2.84  -0.047
C18 2.15 1.59 1.60  0.059
C19 3.46 2.01 1.51  -0.131
C20 4.24 2.06 2.69  -1.118
N2 5.63 1.78 2.60  1.201
O1 6.28 1.61 3.65  -0.623
O2 6.14 1.64 1.46  -0.638
C21 3.62 1.96 3.95  -1.208
C22 2.35 1.43 4.02  0.480
N3 1.17 -1.61 1.78  1.845
C23 2.50 -1.66 2.36  -0.163
C24 2.66 -1.79 3.77  -0.207
C25 1.68 -2.57 4.72  2.289
C26 2.32 -2.76 6.10  -2.221
C27 1.43 -3.95 4.11  -1.675
C28 0.35 -1.88 4.97  -0.621
C29 3.87 -1.37 4.32  0.353
C30 5.02 -1.35 3.54  -1.507
C31 4.90 -1.68 2.19  -0.298
C32 3.66 -1.63 1.54  -0.136
C33 3.78 -1.60 -0.02  2.039
C34 5.07 -0.87 -0.44  -1.664
C35 2.68 -0.85 -0.75  -1.567
C36 3.90 -3.04 -0.54  -1.688
C37 0.69 -2.54 0.87  -1.651
C38 -0.56 -2.19 0.52  -1.306
H1 -1.06 -0.47 -1.50  0.271
H2 -0.13 0.97 -1.93  0.640
H3 0.17 0.19 -0.37  -0.127
H4 -1.65 3.44 0.19  0.507
H5 -0.46 2.40 1.02  -0.103
H6 -0.17 2.94 -0.65  0.469
H7 -3.33 2.51 -1.30  0.352
H8 -2.03 2.17 -2.45  0.476
H9 -3.14 0.87 -1.97  0.415
H10 -3.57 2.60 0.86  0.506
H11 -5.39 1.60 2.24  0.454
H12 -5.43 -0.83 2.58  0.450
H13 -1.78 -3.51 2.39  0.337
H14 -3.01 -4.71 2.02  0.618
H15 -2.39 -3.75 0.69  0.415
H16 -5.82 -2.49 1.24  0.350
H17 -4.62 -2.96 0.01  0.418
H18 -5.18 -4.15 1.20  0.453
H19 -5.17 -2.48 3.69  0.320
H20 -4.39 -4.06 3.59  0.580
H21 -3.46 -2.67 4.16  0.295
H22 -0.47 0.69 3.63  -1.251
H23 1.52 1.56 0.70  0.631
H24 3.93 2.26 0.57  0.408
H25 4.20 2.21 4.83  0.534
H26 1.95 1.15 5.01  0.620
H27 2.46 -1.80 6.61  0.432
H28 1.65 -3.37 6.73  0.455
H29 3.28 -3.29 6.04  0.436
H30 0.91 -3.88 3.15  0.064
H31 2.39 -4.46 3.93  0.395
H32 0.83 -4.56 4.79  0.482
H33 -0.32 -1.95 4.11  -0.708
H34 -0.15 -2.37 5.82  0.942
H35 0.49 -0.82 5.23  -0.145
H36 3.97 -1.13 5.38  0.380
H37 5.99 -1.12 3.97  0.465
H38 5.82 -1.89 1.64  0.341
H39 5.97 -1.48 -0.25  0.457
H40 5.05 -0.66 -1.51  0.376
H41 5.19 0.08 0.09  0.324
H42 1.75 -1.42 -0.83  0.225
H43 2.51 0.11 -0.26  -0.116
H44 3.00 -0.64 -1.78  0.707
H45 3.01 -3.63 -0.30  0.220
H46 4.03 -3.04 -1.63  0.470
H47 4.77 -3.54 -0.08  0.369
H48 1.28 -3.39 0.54  0.218
H49 -1.20 -2.62 -0.23  1.043
C39 1.37 6.66 7.42  -0.798
O3 1.23 6.51 5.99  -0.426
C40 0.89 5.29 5.50  0.631
C41 0.51 5.24 4.14  -0.995
C42 -0.13 4.12 3.65  -0.034
C43 -0.34 3.00 4.46  0.193
C44 -1.15 1.85 3.97  1.619
C45 -2.21 1.42 4.93  0.026
C46 -2.79 0.14 4.75  1.176
C47 -3.87 -0.27 5.51  -1.085
C48 -4.42 0.59 6.46  0.305
O4 -5.69 0.29 6.92  -0.460
C49 -6.08 0.73 8.19  0.784
C50 -7.46 0.90 8.37  -0.706
C51 -7.95 1.07 9.66  -0.439
C52 -7.07 1.07 10.75  -0.518
C53 -5.69 0.96 10.55  -0.718
C54 -5.18 0.81 9.26  -0.182
C55 -3.78 1.80 6.77  -0.913
C56 -2.73 2.22 5.96  -0.645
C57 0.20 3.00 5.76  -0.112
C58 0.83 4.11 6.28  -1.010
H50 1.63 7.71 7.56  0.266
H51 0.42 6.43 7.93  0.341
H52 2.17 6.02 7.82  0.307
H53 0.64 6.14 3.54  0.497
H54 -0.51 4.13 2.62  0.323
H55 -1.61 2.12 3.02  -0.334
H56 -2.38 -0.49 3.96  -0.448
H57 -4.34 -1.25 5.37  0.317
H58 -8.10 0.86 7.50  0.390
H59 -9.02 1.18 9.81  0.389
H60 -7.46 1.18 11.77  0.381
H61 -4.99 0.98 11.39  0.355
H62 -4.10 0.73 9.08  0.444
H63 -4.12 2.42 7.60  0.605
H64 -2.30 3.21 6.13  0.524
H65 0.08 2.12 6.39  0.685
H66 1.19 4.11 7.31  0.400


Molecular formula: C58H79ClIN5OP
Method: DFT, ωB97M-V/def2-TZVPD

Output
**Net charge**: +1
**HOMO level**: -10.27 eV
**Kohn-Sham gap**: 6.638 eV

Last column: Mulliken charge in e.
Geometry (Å):
C1 1.03 -2.71 -2.54  -0.446
C2 -0.02 -1.77 -2.64  -0.245
C3 0.15 -0.23 -2.25  -0.346
N1 1.62 0.00 -2.01  1.214
C4 2.07 1.28 -2.50  -1.072
N2 2.48 1.29 -3.77  0.426
C5 2.95 2.51 -4.49  -0.107
C6 2.02 2.85 -5.77  -0.217
N3 2.64 3.43 -6.77  -0.570
C7 2.50 0.01 -4.57  -0.958
N4 3.66 -0.77 -4.07  -0.022
C8 4.09 -1.83 -5.03  -0.602
N5 2.11 2.52 -1.69  0.250
P1 3.77 2.97 -1.27  0.032
O1 4.00 2.95 0.42  -0.386
I1 4.10 5.37 -1.89  -0.061
C9 1.20 2.44 -0.52  -0.457
Cl1 -0.55 2.81 -1.01  -0.166
C10 1.35 1.10 0.34  -0.278
C11 0.06 0.77 1.26  0.492
C12 -0.05 1.91 2.38  -0.972
C13 1.81 -0.16 -0.53  0.399
C14 3.30 -0.69 -0.14  -0.782
C15 3.29 -1.67 1.11  -0.884
C16 2.55 -3.06 0.87  0.308
C17 1.99 -3.63 2.28  -0.880
C18 0.51 -4.23 2.17  -0.793
C19 -0.62 -3.10 2.46  -0.599
C20 -1.53 -2.80 1.17  0.532
C21 -3.10 -2.95 1.53  -0.580
C22 -4.06 -2.08 0.59  -0.982
H1 2.03 -2.50 -2.08  -0.036
H2 0.89 -3.75 -3.00  0.123
H3 -1.00 -2.14 -3.06  0.282
H4 -0.51 -0.04 -1.35  0.214
H5 -0.18 0.40 -3.15  0.590
H6 4.00 2.34 -4.88  0.243
H7 2.97 3.46 -3.87  0.055
H8 0.92 2.58 -5.83  0.352
H9 1.98 3.61 -7.54  0.286
H10 2.70 0.22 -5.68  0.423
H11 1.51 -0.54 -4.53  0.233
H12 4.45 -0.09 -4.07  0.317
H13 4.81 -2.52 -4.45  0.296
H14 4.65 -1.34 -5.90  0.145
H15 3.20 -2.47 -5.35  0.137
H16 4.89 3.37 0.58  0.384
H17 1.48 3.30 0.18  0.684
H18 2.20 1.29 1.09  0.792
H19 0.26 -0.24 1.77  -0.677
H20 -0.90 0.64 0.67  0.440
H21 -0.25 1.49 3.42  0.386
H22 0.96 2.46 2.42  0.155
H23 -0.82 2.69 2.07  0.243
H24 1.12 -1.02 -0.21  -0.615
H25 4.03 0.17 -0.01  0.179
H26 3.64 -1.29 -1.04  0.247
H27 2.88 -1.09 2.02  0.311
H28 4.39 -1.92 1.33  0.384
H29 1.67 -3.02 0.16  -0.442
H30 3.25 -3.89 0.47  0.435
H31 2.67 -4.49 2.61  0.378
H32 1.97 -2.84 3.10  0.338
H33 0.32 -4.76 1.17  0.368
H34 0.33 -5.04 2.96  0.357
H35 -1.29 -3.45 3.32  0.500
H36 -0.13 -2.13 2.83  0.193
H37 -1.31 -3.60 0.39  0.237
H38 -1.30 -1.79 0.70  -0.629
H39 -3.34 -4.06 1.41  0.251
H40 -3.21 -2.63 2.62  0.314
H41 -4.04 -0.96 0.84  0.265
H42 -3.83 -2.21 -0.53  0.281
H43 -5.13 -2.45 0.78  0.271
C23 7.31 0.30 -6.64  -0.264
C24 6.38 0.10 -7.66  0.060
C25 6.81 -0.31 -8.92  -0.660
C26 8.16 -0.52 -9.16  -0.348
C27 9.09 -0.32 -8.14  -0.427
C28 8.66 0.10 -6.88  -0.481
H44 6.97 0.63 -5.66  0.292
H45 5.32 0.25 -7.47  0.401
H46 6.08 -0.47 -9.71  0.361
H47 8.49 -0.84 -10.14  0.364
H48 10.14 -0.48 -8.33  0.363
H49 9.38 0.26 -6.09  0.368
C29 1.99 5.93 6.01  -0.316
C30 1.09 5.69 4.99  -0.514
C31 1.54 5.29 3.74  -0.465
C32 2.91 5.11 3.52  -0.095
C33 3.81 5.35 4.55  -0.606
C34 3.36 5.76 5.79  -0.124
H50 1.64 6.25 6.99  0.368
H51 0.03 5.83 5.16  0.375
H52 0.84 5.11 2.93  0.423
H53 3.26 4.79 2.54  0.313
H54 4.88 5.21 4.37  0.356
H55 4.06 5.95 6.59  0.279
C35 -8.12 -1.20 1.64  -0.352
C36 -7.35 -1.32 2.79  -0.372
C37 -7.91 -1.82 3.96  -0.404
C38 -9.25 -2.21 3.97  -0.548
C39 -10.02 -2.10 2.82  -0.080
C40 -9.46 -1.59 1.66  -0.408
H56 -7.68 -0.81 0.73  0.375
H57 -6.31 -1.02 2.78  0.384
H58 -7.31 -1.90 4.86  0.366
H59 -9.69 -2.61 4.88  0.367
H60 -11.06 -2.41 2.83  0.292
H61 -10.06 -1.50 0.76  0.361
C41 -0.71 -5.70 -7.86  -0.446
C42 -1.08 -5.67 -6.52  -0.474
C43 -0.51 -4.74 -5.66  -0.488
C44 0.43 -3.83 -6.14  0.642
C45 0.80 -3.86 -7.48  -0.369
C46 0.24 -4.79 -8.34  -0.460
H62 -1.15 -6.42 -8.53  0.367
H63 -1.81 -6.38 -6.15  0.368
H64 -0.79 -4.72 -4.61  0.294
H65 0.87 -3.10 -5.47  -0.150
H66 1.53 -3.15 -7.86  0.383
H67 0.53 -4.81 -9.39  0.365
C47 5.10 6.72 9.63  -0.312
C48 5.06 7.91 8.91  -0.275
C49 6.10 8.83 9.02  -0.449
C50 7.19 8.55 9.83  -0.349
C51 7.24 7.36 10.55  -0.357
C52 6.19 6.44 10.45  -0.405
H68 4.29 6.01 9.56  0.362
H69 4.21 8.12 8.27  0.371
H70 6.06 9.76 8.46  0.359
H71 8.01 9.26 9.91  0.357
H72 8.09 7.14 11.18  0.355
H73 6.23 5.52 11.02  0.354
C53 -14.96 -3.17 4.34  -0.365
C54 -14.10 -2.42 3.55  -0.413
C55 -13.99 -2.68 2.18  -0.264
C56 -14.76 -3.69 1.61  -0.433
C57 -15.63 -4.43 2.40  -0.340
C58 -15.73 -4.18 3.76  -0.380
H74 -15.04 -2.97 5.40  0.358
H75 -13.50 -1.63 3.99  0.393
H76 -13.31 -2.10 1.57  0.404
H77 -14.69 -3.89 0.55  0.351
H78 -16.24 -5.22 1.95  0.352
H79 -16.40 -4.76 4.38  0.355